A 6-piece molecular cluster, C46H57FN6O13Si overall at a distorted geometry, computed with ωB97M-V/def2-TZVPD.

Geometry (Å):
H -2.78051 0.31921 -0.64143
N -2.57720 -0.30656 0.16293
C -1.72068 -1.16405 -0.32505
C -1.07807 -2.35612 0.50749
C 0.16460 -2.90164 -0.35132
O 0.87149 -2.04895 -0.89176
O 0.34414 -4.28182 -0.34689
C 0.69110 -4.84444 -1.63169
C 2.26408 -4.76632 -1.90014
C 3.15778 -4.34266 -0.65819
C 3.14457 -5.34692 0.57453
C 3.96077 -4.61073 1.76366
C -0.03924 -4.20824 -2.88893
C -1.60856 -4.42080 -2.96031
O -2.35087 -3.77519 -1.90421
Si -3.95806 -4.38097 -1.73668
C -4.62288 -3.62800 -0.08034
C -4.08773 -6.27531 -1.53424
C -5.11091 -3.66891 -3.10622
C 0.21164 -6.38365 -1.55158
F 0.82599 -7.06850 -0.43277
C 0.56092 -7.24085 -2.84053
C -0.75497 -7.95634 -3.45158
H -1.38636 -1.04394 -1.40264
H -0.71130 -2.01160 1.52039
H -1.83433 -3.18978 0.70576
H 2.41044 -3.95096 -2.69434
H 2.72091 -5.70383 -2.34146
H 2.96492 -3.30669 -0.25197
H 4.24165 -4.32741 -1.03761
H 3.62704 -6.35109 0.37876
H 2.10274 -5.51813 1.01308
H 4.96777 -4.20576 1.42457
H 3.31598 -3.70616 2.05276
H 4.01183 -5.25322 2.70023
H 0.39090 -4.71757 -3.82087
H 0.15632 -3.10199 -3.04977
H -1.88685 -5.51611 -3.03474
H -1.95592 -3.94252 -3.94514
H -5.70656 -3.89792 0.11296
H -3.96058 -4.08041 0.74038
H -4.42234 -2.51265 -0.05394
H -5.13159 -6.60025 -1.20282
H -3.81017 -6.75734 -2.53333
H -3.29744 -6.64881 -0.79304
H -5.21354 -4.33738 -4.01299
H -6.14580 -3.50532 -2.64739
H -4.76493 -2.62849 -3.43374
H -0.90910 -6.46302 -1.34082
H 1.16125 -6.69585 -3.63269
H 1.22395 -8.11399 -2.51022
H -1.33402 -7.28685 -4.15390
H -1.41072 -8.37145 -2.61174
H -0.39986 -8.86225 -4.05078
O -5.71354 6.06942 -2.84880
N -5.81713 5.00611 -2.25785
O -6.78897 4.27426 -2.32330
C -4.70102 4.58623 -1.40976
C -3.58854 5.41384 -1.28088
C -2.54160 5.02262 -0.45537
C -2.60844 3.81321 0.22909
C -3.71821 2.98653 0.08732
C -4.77146 3.37100 -0.73421
H -3.52555 6.35807 -1.80885
H -1.67343 5.66195 -0.34183
H -1.79159 3.51397 0.87742
H -3.76317 2.04379 0.62133
H -5.63248 2.72073 -0.83452
O -3.60889 6.33474 2.67893
N -3.69753 7.54300 2.54102
O -2.76270 8.31891 2.64248
C -5.01682 8.09907 2.23632
C -6.11538 7.24866 2.14819
C -7.37013 7.78316 1.88174
C -7.51926 9.15453 1.70152
C -6.41493 9.99681 1.78094
C -5.15688 9.47105 2.04982
H -6.01111 6.17904 2.28668
H -8.23370 7.13087 1.81728
H -8.50134 9.56912 1.49902
H -6.53605 11.06433 1.63669
H -4.30448 10.13697 2.11234
O 6.79400 -3.06438 4.09564
N 6.71387 -2.57440 2.98131
O 6.78904 -3.20874 1.94305
C 6.51894 -1.12764 2.88540
C 6.46549 -0.36475 4.04862
C 6.30397 1.01199 3.95238
C 6.19292 1.61483 2.70357
C 6.23695 0.84437 1.54596
C 6.40107 -0.53272 1.63275
H 6.55090 -0.82341 5.02678
H 6.26753 1.61668 4.85141
H 6.07238 2.69082 2.63201
H 6.14695 1.31879 0.57543
H 6.43703 -1.12237 0.72438
O 9.77321 -3.86773 9.23772
N 9.28694 -3.66360 8.13806
O 8.32782 -2.93969 7.93213
C 9.89364 -4.33691 6.98808
C 10.96754 -5.20021 7.18678
C 11.52488 -5.85526 6.09533
C 11.01295 -5.64262 4.81911
C 9.94625 -4.77055 4.62746
C 9.38124 -4.11361 5.71378
H 11.37429 -5.37350 8.17587
H 12.35732 -6.53486 6.23922
H 11.44698 -6.16013 3.96975
H 9.55240 -4.60593 3.63072
H 8.54913 -3.43983 5.55168
O -4.97252 11.99896 -3.07124
N -4.33923 11.97674 -4.11333
O -3.74531 12.93384 -4.57948
C -4.29300 10.71628 -4.85701
C -4.98889 9.61058 -4.37661
C -4.96187 8.42289 -5.09762
C -4.24091 8.34511 -6.28477
C -3.53940 9.45160 -6.75353
C -3.56342 10.64404 -6.04003
H -5.55389 9.65920 -3.45339
H -5.50549 7.55790 -4.73571
H -4.22638 7.41776 -6.84812
H -2.97668 9.38494 -7.67781
H -3.01600 11.50006 -6.41618

Properties
E_LUMO   -0.7 eV
SMILES   [H]/N=C/CC(=O)O[C@](CCCC)(CCO[Si](C)(C)C)[C@H](F)CC.O=[N+]([O-])c1ccccc1.O=[N+]([O-])c1ccccc1.O=[N+]([O-])c1ccccc1.O=[N+]([O-])c1ccccc1.O=[N+]([O-])c1ccccc1
Multiplicity   1
Frontier orbital gap   9.231 eV
Total energy   -94765.4791 eV

C16H24F6O14V2 as an isolated structure at a distorted geometry, computed with ωB97M-V/def2-TZVPD.

Geometry (Å):
O -0.14343 14.37984 0.02067
V -0.77031 13.93569 1.43744
O -1.69223 12.69733 0.97653
O 5.43341 16.51293 6.02762
V 5.69232 16.40762 4.43961
O 7.26445 16.56441 4.15403
C 4.05361 11.10246 5.00856
O 5.25704 11.61491 5.65480
O 3.60576 12.27657 4.39279
C 4.43572 9.90193 4.09417
F 3.51672 9.67199 3.18609
F 5.54150 10.22163 3.48496
F 4.82662 8.76952 4.75699
C 6.04929 10.88644 6.54516
C 5.59347 10.69688 7.97225
H 4.67352 10.11237 7.96058
H 6.38004 10.29755 8.61252
H 5.21377 11.56912 8.50435
H 6.98975 11.43741 6.55375
H 6.22963 9.84402 6.28261
H 3.34702 10.82547 5.79094
C -3.74176 14.12535 7.94705
O -4.95618 14.82142 8.31090
O -3.40486 14.68491 6.68515
C -2.75001 14.12826 9.19217
F -3.37166 13.81178 10.23306
F -1.82058 13.18980 9.03228
F -2.20068 15.37665 9.31649
C -6.05820 14.05828 8.78479
C -6.94420 14.71912 9.82350
H -6.25104 14.73915 10.66446
H -7.30482 15.73379 9.65470
H -7.81486 14.06425 9.85801
H -5.89053 13.06705 9.20605
H -6.72171 13.85004 7.94545
H -4.02414 13.10320 7.69493
C 7.04319 1.26865 8.41027
C 7.94098 2.55108 8.21954
C 7.71280 3.59458 9.25317
O 8.92230 4.34912 9.33930
C 9.85704 3.40588 9.20948
O 10.91110 3.48123 9.89410
O 9.34107 2.36886 8.55733
H 7.71213 0.42055 8.55635
H 6.49286 1.04441 7.49651
H 6.47894 1.35756 9.33861
H 7.93339 2.89355 7.18477
H 7.43591 3.39908 10.28913
H 6.94278 4.23754 8.82683
C 5.67517 18.71940 12.32940
C 5.38297 17.26994 12.48967
C 6.52895 16.40536 12.97805
O 5.82593 15.69232 13.82966
C 4.59043 16.11323 14.18269
O 3.81443 15.69745 15.02599
O 4.45391 17.26953 13.50466
H 4.82983 19.13923 11.78421
H 6.61101 18.88768 11.79649
H 5.87548 19.30039 13.22964
H 5.04885 16.94869 11.50312
H 7.31064 17.04229 13.39205
H 6.91656 15.93507 12.07435

Properties
E_LUMO   -5.0 eV
Multiplicity   1
Frontier orbital gap   2.194 eV
Total energy   -113308.5365 eV

C26H62O32P4V2 as an isolated structure at a distorted geometry, computed with ωB97M-V/def2-TZVPD.

Geometry (Å):
O 5.63066 2.81469 -0.31668
V 4.94068 1.60093 -1.13180
O 4.93269 2.08143 -2.64159
O 0.12889 0.04522 -2.81297
V 1.04881 0.05359 -1.52806
O 0.09008 -0.53120 -0.32618
O 2.07353 4.01271 -1.12096
C 1.75977 2.71202 -1.09778
O 0.60632 2.39317 -1.25433
O 2.59149 1.80608 -0.87253
H 1.16053 4.20630 -1.34580
O 4.25676 -2.75003 -2.59984
C 3.82747 -1.65511 -1.99304
O 4.69248 -0.82368 -1.54972
O 2.59538 -1.50229 -1.80892
H 5.16320 -2.52778 -2.37493
C -7.92294 0.57555 -1.88371
O -7.08756 -0.50934 -1.80842
P -5.84646 -0.81817 -2.88082
O -6.31967 -1.30335 -4.24072
O -4.89066 0.51833 -2.81717
C -3.81840 0.65054 -3.76104
O -4.93407 -1.96148 -2.12073
C -4.27360 -2.89959 -2.86963
H -7.62358 1.31617 -2.62531
H -8.05216 1.16641 -0.97691
H -8.90505 0.18347 -2.14794
H -2.87941 1.12306 -3.47271
H -4.25646 1.22315 -4.57855
H -3.47758 -0.26199 -4.25015
H -3.18498 -2.85543 -2.90227
H -4.55839 -3.03294 -3.91329
H -4.46526 -3.84696 -2.36580
C 3.24605 3.65847 -4.92660
O 3.43283 2.54368 -5.72828
P 2.65348 1.09782 -5.46508
O 2.38194 0.64311 -4.07767
O 1.31319 1.30823 -6.50045
C 0.23282 0.40818 -6.38831
O 3.47184 -0.03999 -6.30962
C 3.04643 -1.34301 -6.35476
H 2.94692 4.46815 -5.59221
H 4.12737 3.87448 -4.32267
H 2.49156 3.28613 -4.23363
H -0.27099 0.03827 -7.28130
H -0.64444 0.81693 -5.88687
H 0.44773 -0.43738 -5.73490
H 2.24906 -1.59610 -5.65600
H 3.84869 -2.05786 -6.17185
H 2.59037 -1.46071 -7.33774
C 5.54208 0.71079 4.89314
O 5.59335 0.54377 3.50127
P 4.25868 1.04108 2.65020
O 4.43669 0.96003 1.11617
O 2.96792 0.20868 3.28838
C 2.93044 -1.15862 2.89020
O 4.06355 2.57300 3.17982
C 2.89591 3.36811 2.82214
H 5.01844 1.63275 5.14588
H 6.55232 0.69124 5.30196
H 4.99129 -0.14368 5.28635
H 2.95218 -1.36602 1.82034
H 1.99231 -1.53597 3.29717
H 3.75056 -1.70680 3.35387
H 2.34495 3.00222 1.95573
H 3.12840 4.42824 2.72120
H 2.25165 3.32037 3.70006
C -6.49250 4.09178 -1.14063
O -5.81819 4.34928 0.05608
P -4.94260 3.22234 0.84922
O -4.31014 3.64040 2.17468
O -5.85166 1.87410 0.79274
C -5.31883 0.58080 0.95081
O -3.80508 2.88894 -0.28820
C -2.96541 3.85981 -0.89934
H -6.17523 3.18407 -1.65396
H -6.29029 4.87312 -1.87324
H -7.55433 4.06079 -0.89638
H -5.08130 -0.03290 0.08187
H -5.87032 -0.08602 1.61362
H -4.36705 0.76554 1.44889
H -3.14111 4.91703 -0.70058
H -2.95683 3.87599 -1.98919
H -1.96279 3.66570 -0.51832
O -1.42045 -1.34320 1.57313
C -1.29298 -2.41025 2.15245
O -0.95851 -2.54924 3.46690
C -0.92474 -1.46062 4.29603
C -0.11214 -1.79010 5.56832
C -1.25381 -3.69307 1.37201
H -1.91753 -1.20538 4.66661
H -0.44490 -0.58339 3.86209
H -0.01263 -2.83918 5.84693
H -0.65224 -1.25878 6.35196
H 0.81125 -1.21866 5.47395
H -1.34396 -4.57406 2.00750
H -0.32211 -3.65844 0.80735
H -2.06697 -3.66670 0.64663
O 4.80377 -5.38723 0.05420
C 3.65840 -5.66055 0.29640
O 3.26723 -6.87251 0.54361
C 4.05103 -7.98629 0.44697
C 4.58204 -8.41243 1.82224
C 2.67321 -4.64431 -0.04461
H 4.90494 -7.79140 -0.20183
H 3.50264 -8.80800 -0.01363
H 4.96208 -7.56456 2.39215
H 5.24229 -9.27767 1.76290
H 3.83638 -8.74613 2.54387
H 2.72446 -3.78308 0.62154
H 1.64100 -4.99350 -0.07145
H 2.97209 -4.26118 -1.02031
O 0.37697 3.75034 5.69207
C -0.81149 3.49471 5.48303
O -1.49486 3.60142 4.31520
C -0.71559 3.73471 3.08225
C -0.71070 2.40958 2.34304
C -1.75887 3.09300 6.57485
H 0.28670 4.14646 3.20047
H -1.09826 4.50156 2.40875
H -0.30558 1.66567 3.02903
H -0.21189 2.50002 1.37809
H -1.69026 1.95215 2.20406
H -2.61676 3.74154 6.39728
H -1.43922 3.08873 7.61692
H -2.05467 2.04840 6.47781

Properties
E_LUMO   -1.7 eV
Multiplicity   1
Frontier orbital gap   8.442 eV
Total energy   -182025.4862 eV

C32H57N4OP2PdS as an isolated structure at a distorted geometry, computed with ωB97M-V/def2-TZVPD.

Geometry (Å):
C -2.10258 1.56023 -2.02113
C -1.45360 -0.66908 -2.14303
C -3.26800 1.31115 -2.74864
C -2.66873 -1.02221 -2.76230
C -3.58007 -0.01093 -3.05902
H -3.87678 2.16922 -3.05077
H -2.84078 -2.06334 -3.01962
H -4.51436 -0.23890 -3.57262
N -1.36804 0.54908 -1.55824
P -0.62615 3.05533 -0.16033
P -0.05259 -3.24611 -0.85457
C -1.58347 2.96889 -1.75050
H -0.89599 3.29429 -2.54762
H -2.42953 3.66159 -1.77681
C -0.23684 -1.50197 -2.29746
H -0.36352 -2.11877 -3.18380
C 0.99810 -4.56202 -1.63817
C -0.41092 -3.69851 0.92608
C 0.97483 4.02478 -0.47010
C -1.89649 3.96309 0.90635
C 2.46344 -4.12262 -1.42705
H 2.78618 -4.31248 -0.39290
H 3.11182 -4.71470 -2.09142
H 2.62123 -3.05559 -1.64471
C 0.79740 -5.99630 -1.09978
H 1.11008 -6.13717 -0.05921
H -0.24514 -6.31806 -1.21522
H 1.41746 -6.66184 -1.71962
C 0.61028 -4.66629 -3.12865
H 1.33167 -5.32250 -3.62847
H -0.38536 -5.11471 -3.22677
H 0.59540 -3.71109 -3.65428
C 0.85639 -4.15092 1.66785
H 1.58709 -3.32937 1.70923
H 0.56414 -4.42012 2.69699
H 1.34528 -5.02041 1.22034
C -0.94832 -2.46661 1.66861
H -0.16179 -1.70518 1.74824
H -1.81073 -2.02430 1.15862
H -1.24355 -2.75988 2.68790
C -1.52413 -4.76176 0.86242
H -1.18370 -5.70751 0.42921
H -1.88460 -4.95743 1.88276
H -2.36192 -4.38774 0.25810
C -1.33032 4.16906 2.32048
H -2.09891 4.67556 2.92563
H -1.09446 3.21850 2.81502
H -0.43753 4.80980 2.32137
C -3.18632 3.11956 0.99430
H -3.66613 2.99940 0.01256
H -3.01254 2.12994 1.43355
H -3.89778 3.65647 1.64473
C -2.27850 5.32704 0.30673
H -3.08000 5.75777 0.92440
H -1.44803 6.03635 0.31606
H -2.65763 5.24189 -0.71758
C 1.59981 3.51338 -1.77981
H 1.01352 3.80491 -2.66229
H 2.60319 3.95482 -1.88926
H 1.72230 2.41824 -1.75460
C 1.96333 3.71347 0.67154
H 2.12932 2.62738 0.78200
H 2.93560 4.17075 0.42921
H 1.63171 4.12692 1.63436
C 0.76366 5.53721 -0.56299
H 0.02035 5.80591 -1.32507
H 0.49317 5.97666 0.40645
H 1.71616 6.00294 -0.86174
Pd 0.26921 0.86717 0.07334
C -0.71015 0.86130 1.68803
O -1.37495 0.61221 2.61091
N 1.38121 0.05325 -1.33896
C 0.97678 -0.71297 -2.25838
C 1.85950 -0.56242 -3.59868
C 1.66330 -1.68410 -4.59900
C 1.39852 0.72812 -4.27114
C 3.33373 -0.48388 -3.20107
H 2.09921 -2.62000 -4.23599
H 0.60357 -1.80244 -4.84533
H 2.15482 -1.43373 -5.54730
H 1.61624 1.60214 -3.64882
H 1.91364 0.87546 -5.23050
H 0.31722 0.68767 -4.46418
H 3.92194 0.01430 -3.97885
H 3.42479 0.07419 -2.25936
H 3.75420 -1.48234 -3.03446
S 2.04688 -0.33276 1.40962
C 1.84963 -0.00634 3.07202
N 2.06626 -0.90436 4.05031
C 1.91583 -0.35065 5.38307
C 1.50502 1.09022 5.10703
N 1.46815 1.15042 3.65322
H 2.42220 -1.83196 3.84904
H 2.86332 -0.40930 5.93146
H 1.14439 -0.90050 5.93285
H 2.22782 1.80858 5.51147
H 0.51164 1.30885 5.51435
H 1.38358 2.02612 3.14764

Properties
E_LUMO (spin up / spin down)   -3.1 / -3.3 eV
Total charge   +1
Multiplicity   3
Energy above the lowest of the compared OMol25 structures with the same formula, charge and spin   41.2 kcal per mole
Frontier orbital gap (spin up / spin down)   5.236 / 5.773 eV
Total energy   -75000.6121 eV